# 1
{"formula": "C4H6BrNO2S", "method": "ωB97M-V with the def2-TZVPD basis set", "charge": 0, "relative_energy_kcal_mol": 11.7, "lumo_ev": -0.1, "total_energy_ha": -3333.36293, "homo_energy_ev": -9.13, "symbols": ["O", "C", "Br", "C", "H", "O", "N", "C", "H", "H", "C", "H", "S", "H", "H"], "xyz": [[1.05150, 0.01232, -1.74024], [-2.34505, 0.42009, 0.53315], [-2.70597, -1.42298, 0.72721], [-1.89919, 0.69694, -0.79743], [-2.36262, 0.92527, 2.61779], [0.80638, 0.26648, 0.79340], [-1.52186, 0.85717, -1.84131], [-2.13148, 1.16813, 1.56948], [3.13415, -0.49845, -1.17145], [2.86363, -2.17158, -0.30385], [2.83269, -1.05340, -0.30788], [-2.04509, 2.22816, 1.50793], [1.00827, -0.70246, -0.23127], [3.22317, -0.81475, 0.73958], [0.09147, 0.08906, -2.09512]], "atomic_forces_ev_per_a": [[-1.396, -0.316, 0.056], [0.826, -1.653, -0.882], [-0.251, -0.336, 0.067], [-1.788, 0.043, 3.401], [0.228, -0.689, -0.741], [-0.343, 2.000, 1.793], [0.926, 0.508, -3.425], [-1.373, 1.557, 2.329], [0.928, -0.012, -0.195], [0.317, 0.891, -0.840], [-1.497, -1.146, 2.598], [0.818, 0.653, -0.662], [0.955, -1.843, -2.589], [-0.304, 0.359, -1.719], [1.955, -0.015, 0.812]]}


# 2
{"formula": "C4H6BrNO2S", "method": "ωB97M-V with the def2-TZVPD basis set", "charge": 0, "relative_energy_kcal_mol": 93.7, "lumo_ev": -0.9, "total_energy_ha": -3333.23224, "homo_energy_ev": -7.46, "symbols": ["C", "C", "O", "H", "Br", "O", "N", "H", "H", "H", "C", "H", "S", "C", "H"], "xyz": [[-1.50176, -0.78289, -0.00827], [0.93053, 1.89440, -0.73144], [0.30680, -0.99068, 1.46615], [1.75106, 2.56248, -0.84438], [2.69905, -0.21005, -0.19742], [-1.00406, 0.52382, 0.62889], [0.24904, 0.24904, 0.84617], [0.71884, 1.85421, -1.73665], [-2.62429, -0.86092, 0.32468], [-1.16816, -2.42266, 1.49675], [-0.62605, -1.81492, 0.70907], [0.12320, 2.59081, -0.27409], [-1.04327, -0.93052, -1.69157], [1.10544, 0.62725, -0.09512], [0.08365, -2.28938, 0.10723]], "atomic_forces_ev_per_a": [[-1.522, -1.478, -0.380], [-1.973, 3.740, 1.186], [1.060, 1.425, 0.782], [1.594, 0.026, 0.898], [1.139, -0.651, -0.048], [-1.953, 0.524, 0.357], [0.778, -0.962, -0.159], [-1.157, -0.929, -2.381], [2.179, 0.533, -0.836], [0.715, 0.435, -1.107], [-0.985, 0.667, 2.775], [1.068, -1.700, -0.553], [-0.250, 0.893, -0.164], [-0.586, -0.963, 1.040], [-0.108, -1.560, -1.410]]}


# 3
{"formula": "C4H6BrNO3P2", "method": "ωB97M-V with the def2-TZVPD basis set", "charge": 0, "relative_energy_kcal_mol": 0.0, "lumo_ev": -0.7, "total_energy_ha": -3693.22135, "smiles": "CN(/C=P/OP=O)C(=O)CBr", "homo_energy_ev": -9.09, "symbols": ["O", "H", "H", "P", "C", "H", "C", "O", "Br", "P", "C", "H", "C", "H", "O", "H", "N"], "xyz": [[3.93565, -2.09035, 0.47310], [0.19021, 2.25712, 0.18725], [-2.87282, 0.20493, -0.91652], [4.71414, -1.04829, -0.15315], [-0.69767, 1.63388, 0.15099], [-1.26358, 1.80262, 1.07147], [1.28100, -0.14221, -0.10618], [3.80955, 0.32412, -0.25604], [-3.72795, -2.00466, -0.16214], [2.39226, 1.09273, 0.01542], [-1.15912, -0.79860, -0.05374], [-2.91893, 0.11463, 0.86405], [-2.63611, -0.41159, -0.04713], [-1.30803, 1.95498, -0.69873], [-0.78936, -1.94466, -0.14285], [1.37385, -1.20284, -0.25251], [-0.32311, 0.25817, 0.02671]], "atomic_forces_ev_per_a": [[-0.537, -1.070, 0.507], [-0.052, 0.064, -0.009], [0.012, -0.031, 0.161], [-0.188, 1.537, -0.384], [-0.481, 0.313, 0.044], [0.056, 0.090, -0.031], [-4.138, 1.844, 0.516], [1.281, -0.485, -0.259], [-0.067, 0.266, 0.032], [-0.696, -0.484, 0.028], [-0.480, -0.071, -0.012], [0.048, -0.012, -0.100], [-0.195, -0.316, -0.092], [0.079, 0.097, 0.047], [0.197, -0.225, -0.036], [0.064, -0.167, -0.021], [5.100, -1.348, -0.392]]}


# 4
{"formula": "C4H6Cl2", "method": "ωB97M-V with the def2-TZVPD basis set", "charge": 0, "relative_energy_kcal_mol": 20.3, "lumo_ev": 0.8, "total_energy_ha": -1076.34987, "smiles": "Cl/C=C/CCCl", "homo_energy_ev": -9.52, "symbols": ["H", "C", "H", "Cl", "C", "H", "H", "H", "H", "C", "C", "Cl"], "xyz": [[0.04707, -0.58373, 1.93798], [-0.45438, 0.34766, 1.62523], [0.23851, 0.87428, -1.59218], [2.25149, -0.27520, -0.14278], [-0.63799, 0.80309, 0.34832], [-1.12563, 1.77989, 0.06845], [-1.04898, -0.09442, -1.51094], [1.03715, -1.28141, -1.80519], [0.56613, -1.80570, -0.21915], [-0.21069, 0.20710, -0.93059], [0.74169, -0.93049, -0.86596], [-1.40438, 0.95894, 3.08682]], "atomic_forces_ev_per_a": [[-0.180, 0.739, -0.512], [-1.552, 0.270, -0.909], [0.899, 1.805, -0.743], [0.738, 0.015, 0.061], [-0.452, 1.268, 1.907], [0.049, -1.032, 1.313], [-1.315, -0.467, -0.219], [0.184, -0.495, -1.517], [-0.724, 0.512, -0.338], [0.166, -1.881, 0.709], [1.004, -0.522, 1.982], [1.182, -0.212, -1.733]]}


# 5
{"formula": "C4H6Cl2N2O2", "method": "ωB97M-V with the def2-TZVPD basis set", "charge": 0, "relative_energy_kcal_mol": 126.2, "lumo_ev": 0.5, "total_energy_ha": -1336.17327, "smiles": "CN([C@@H]1CC1(Cl)Cl)[N+](=O)[O-]", "homo_energy_ev": -10.16, "symbols": ["C", "H", "O", "H", "C", "C", "H", "H", "O", "Cl", "N", "Cl", "C", "N", "H", "H"], "xyz": [[1.51343, -0.92301, -1.61102], [1.13207, -1.88545, -1.85444], [-1.26029, -1.69740, -1.61585], [-1.20490, 0.76310, 1.71548], [0.80630, 0.03620, -0.62809], [1.93965, -0.77542, -0.22923], [-1.56334, -0.97650, 1.87694], [0.16188, -0.61455, 1.99145], [-2.23312, -1.97070, 0.26950], [3.37346, 0.14760, 0.13001], [-0.76616, -0.35536, 0.11542], [1.78336, -1.94793, 1.06441], [-0.83624, -0.23761, 1.55385], [-1.43106, -1.43988, -0.45787], [0.82181, 1.11107, -0.89501], [2.10575, -0.42974, -2.23817]], "atomic_forces_ev_per_a": [[-2.532, -1.441, 3.002], [-0.549, -0.319, -0.440], [0.457, -0.074, -0.980], [0.412, 0.280, 0.833], [-4.621, -0.786, 0.040], [1.221, 0.797, 2.375], [-0.142, 0.307, 0.200], [-1.680, 1.533, -0.248], [-0.761, -0.918, 0.139], [0.935, 0.534, -0.252], [3.729, 0.487, -3.129], [-0.168, -0.891, -0.644], [1.392, -1.268, 0.200], [0.093, 0.988, 1.073], [0.038, -0.930, 0.723], [2.179, 1.702, -2.892]]}


# 6
{"formula": "C4H6Cl2O", "method": "ωB97M-V with the def2-TZVPD basis set", "charge": 0, "relative_energy_kcal_mol": 4.3, "lumo_ev": 0.8, "total_energy_ha": -1151.62202, "smiles": "Cl[C@@H]1CCO[C@@H]1Cl", "homo_energy_ev": -10.27, "symbols": ["H", "C", "C", "H", "Cl", "H", "H", "H", "H", "C", "O", "Cl", "C"], "xyz": [[-1.28013, 1.47988, -0.11346], [0.04272, 0.30699, 1.04662], [-0.54911, -0.22140, -1.17149], [-0.82253, 0.10635, 1.66078], [0.94259, 2.07355, -0.73050], [-1.53740, -0.65941, -1.09115], [0.32022, -1.82127, 1.26187], [1.77880, -0.95528, 0.79154], [0.74497, 0.93077, 1.61856], [0.69685, -0.99993, 0.63747], [0.36734, -1.30316, -0.73466], [-0.33543, 0.10907, -2.90758], [-0.36890, 0.95384, -0.26802]], "atomic_forces_ev_per_a": [[-0.589, 0.747, -0.361], [0.357, -0.052, 0.254], [0.937, -2.118, -0.620], [-0.365, 0.046, 0.166], [-0.214, 0.055, -0.362], [-0.335, 0.291, 0.083], [0.116, 0.084, -0.146], [-0.032, -0.063, -0.443], [-0.449, -0.124, -0.224], [0.256, -0.965, 0.278], [-0.711, 2.222, 0.027], [0.052, -0.135, 0.342], [0.977, 0.011, 1.006]]}


# 7
{"formula": "C4H6Cl2O2", "method": "ωB97M-V with the def2-TZVPD basis set", "charge": 0, "relative_energy_kcal_mol": 43.4, "lumo_ev": 0.6, "total_energy_ha": -1226.77724, "homo_energy_ev": -10.10, "symbols": ["Cl", "C", "H", "Cl", "O", "C", "O", "H", "H", "H", "C", "H", "H", "C"], "xyz": [[-0.54854, 3.92994, 0.46685], [0.13745, 0.93026, -0.27695], [0.28488, -1.42836, -0.78452], [1.54325, 2.36494, 1.91524], [-0.48054, -2.39326, 0.82531], [0.80181, 2.65572, 0.32786], [1.76049, 2.99791, -0.57403], [0.48206, 0.80836, -1.28825], [2.35313, 3.59715, -0.23549], [-1.60442, -1.33137, -0.50793], [-0.57180, -1.35362, -0.07467], [-0.70962, 0.14070, 1.59891], [0.40138, -2.62229, 1.11413], [-0.38775, 0.00903, 0.50605]], "atomic_forces_ev_per_a": [[1.022, -0.997, -0.093], [1.485, 3.864, 1.980], [-1.186, -0.248, -0.386], [-0.304, 0.206, 0.085], [-1.058, -1.067, 1.050], [-1.606, -3.067, -1.084], [-2.908, -2.512, -1.459], [0.037, -0.010, -0.214], [2.174, 2.395, 1.471], [1.007, -0.684, -0.053], [0.436, 0.656, -1.055], [0.616, 0.108, -1.727], [0.354, 0.372, -0.224], [-0.068, 0.984, 1.707]]}


# 8
{"formula": "C4H6Cl2Si", "method": "ωB97M-V with the def2-TZVPD basis set", "charge": 0, "relative_energy_kcal_mol": 164.8, "lumo_ev": [-2.6, -2.6], "total_energy_ha": -1365.73755, "homo_energy_ev": [-9.77, -9.75], "symbols": ["Si", "C", "C", "Cl", "H", "C", "H", "Cl", "H", "H", "H", "H", "C"], "xyz": [[-0.31004, 0.32986, 1.66482], [1.42559, -0.48275, 0.89815], [-1.17610, -0.68163, -1.28662], [-1.55521, -1.00106, 2.39901], [2.19368, -0.48050, 1.64584], [-1.26163, 1.51435, 0.52857], [-0.80410, 2.22167, -0.11802], [0.25309, 1.68604, 3.18943], [1.82522, 0.25614, 0.15701], [-2.33183, 1.54218, 0.54557], [1.48635, -1.61512, 0.51691], [-1.37513, -2.57397, -2.47897], [-1.14857, -1.77497, -1.74549]], "atomic_forces_ev_per_a": [[3.156, 0.130, -1.540], [-1.010, -0.544, -0.446], [0.060, 4.527, 3.220], [-0.888, -0.878, 0.576], [0.190, 0.236, 0.991], [0.475, -2.942, -1.012], [0.481, 0.549, -0.443], [-0.206, -0.499, -0.566], [-0.621, -0.859, 0.154], [-0.538, 0.046, 0.113], [-0.935, 2.768, 0.455], [0.584, 0.738, 1.198], [-0.747, -3.272, -2.700]]}


# 9
{"formula": "C4H6ClF", "method": "ωB97M-V with the def2-TZVPD basis set", "charge": 0, "relative_energy_kcal_mol": 56.7, "lumo_ev": 0.9, "total_energy_ha": -715.96072, "smiles": "FC/C=C\\CCl", "homo_energy_ev": -9.88, "symbols": ["F", "Cl", "C", "C", "H", "H", "H", "H", "C", "H", "C", "H"], "xyz": [[2.76340, -0.59149, -0.80652], [-3.19442, -0.40158, -0.59017], [0.71907, 0.62429, -0.39179], [-1.68409, -0.28420, 0.20795], [2.18588, -0.22565, 1.02364], [1.18401, 1.83639, -0.56948], [-1.78679, -0.05198, 1.41385], [-1.48589, -1.38784, 0.22545], [-0.67338, 0.77847, -0.27744], [1.24499, -1.65004, 0.04204], [1.70327, -0.51816, 0.07098], [-0.97605, 1.87180, -0.34852]], "atomic_forces_ev_per_a": [[0.335, 0.117, -0.549], [-1.780, 0.860, -0.846], [-1.519, 3.323, 0.924], [1.671, -0.183, 3.789], [-0.807, -0.397, -0.132], [-0.710, -4.212, 0.445], [-0.298, -0.366, -2.988], [1.435, 1.296, -0.126], [2.869, -0.648, 0.044], [0.680, 3.024, 0.533], [-1.625, -0.976, -0.942], [-0.252, -1.839, -0.151]]}